{
  "formula": "C22H13BClF2IN7O5Zn",
  "method": "ωB97M-V/def2-TZVPD",
  "lumo_ev": 1.71,
  "de_lowest_kcal_mol": 0.0,
  "total_charge": -1,
  "elements": ["Zn", "N", "C", "N", "C", "N", "C", "C", "N", "C", "C", "N", "H", "H", "H", "H", "H", "Cl", "C", "C", "C", "I", "C", "O", "C", "N", "C", "C", "C", "C", "H", "H", "H", "H", "O", "C", "O", "C", "C", "C", "C", "C", "C", "N", "O", "O", "H", "H", "H", "H", "F", "B", "F"],
  "coordinates": [[-0.152, -2.076, -1.166], [0.462, -2.139, 3.489], [-0.389, -2.305, 2.468], [0.255, -2.162, 1.333], [1.526, -1.910, 1.724], [1.706, -1.883, 3.028], [2.577, -1.704, 0.719], [3.879, -1.331, 1.038], [4.794, -1.136, 0.099], [4.399, -1.314, -1.159], [3.101, -1.678, -1.484], [2.195, -1.875, -0.539], [0.282, -2.168, 4.479], [-1.439, -2.509, 2.585], [4.173, -1.191, 2.070], [5.137, -1.150, -1.934], [2.761, -1.792, -2.505], [-0.350, 4.387, -4.679], [-0.092, 2.749, -4.119], [-0.379, 1.706, -4.948], [-0.187, 0.387, -4.523], [-0.627, -1.169, -5.836], [0.267, 0.044, -3.250], [0.429, -1.177, -2.903], [0.597, 1.175, -2.391], [1.123, 0.889, -1.178], [1.502, 1.869, -0.400], [1.357, 3.228, -0.732], [0.808, 3.544, -1.939], [0.424, 2.515, -2.825], [-0.762, 1.900, -5.940], [1.937, 1.590, 0.557], [1.673, 3.996, -0.038], [0.668, 4.575, -2.235], [-3.667, -1.608, 0.246], [-2.659, -0.913, 0.211], [-1.714, -0.950, -0.638], [-2.486, 0.126, 1.322], [-1.379, 0.962, 1.351], [-1.195, 1.876, 2.381], [-2.124, 1.962, 3.405], [-3.227, 1.125, 3.353], [-3.435, 0.216, 2.333], [-4.216, 1.210, 4.443], [-5.225, 0.546, 4.350], [-3.957, 1.937, 5.385], [-0.667, 0.868, 0.545], [-0.326, 2.522, 2.388], [-2.015, 2.655, 4.225], [-4.300, -0.430, 2.310], [-0.792, -4.776, -2.531], [-0.315, -4.154, -1.443], [0.044, -5.060, -0.502]]
}

=====

{
  "formula": "C4H6NO2P",
  "method": "ωB97M-V/def2-TZVPD",
  "lumo_ev": -0.38,
  "de_lowest_kcal_mol": 92.0,
  "total_charge": 0,
  "elements": ["C", "C", "C", "C", "N", "O", "O", "P", "H", "H", "H", "H", "H", "H"],
  "coordinates": [[-1.258, 1.210, 0.176], [1.045, -2.065, -1.129], [0.037, 1.335, 1.131], [0.686, 0.408, 0.129], [-0.547, 0.505, -0.751], [-2.387, 1.630, 0.256], [0.462, 2.617, 1.309], [0.878, -1.521, 0.442], [0.818, -3.030, -1.551], [1.269, -1.306, -1.923], [0.100, 0.872, 2.092], [1.908, 0.792, -0.348], [-0.788, 0.067, -1.592], [0.072, 3.260, 0.699]]
}

=====

{
  "formula": "C3H4OS",
  "method": "ωB97M-V/def2-TZVPD",
  "smiles": "S=C[C@H]1CO1",
  "lumo_ev": -0.26,
  "de_lowest_kcal_mol": 53.8,
  "total_charge": 0,
  "elements": ["C", "C", "C", "H", "H", "H", "H", "O", "S"],
  "coordinates": [[0.684, -0.302, -0.343], [-0.180, 0.651, 0.346], [-0.759, 0.320, 1.673], [1.700, -0.413, 0.146], [-0.849, 1.026, -0.376], [-0.137, -0.342, 2.280], [-1.795, 0.303, 1.954], [0.057, 1.496, 1.388], [0.134, -1.035, -1.573]]
}

=====

{
  "formula": "C33H21F9N3O2PPb",
  "method": "ωB97M-V/def2-TZVPD",
  "lumo_ev": -7.50,
  "total_charge": 2,
  "elements": ["Pb", "O", "C", "C", "C", "C", "C", "C", "C", "P", "C", "C", "C", "C", "C", "C", "C", "C", "C", "C", "C", "C", "H", "H", "H", "H", "H", "H", "H", "H", "H", "H", "H", "H", "H", "H", "F", "C", "F", "F", "C", "O", "C", "F", "F", "F", "C", "F", "F", "F", "N", "C", "C", "C", "C", "C", "C", "C", "N", "C", "C", "N", "C", "H", "H", "H", "H", "H", "H", "H"],
  "coordinates": [[0.769, -1.571, -1.937], [3.900, 0.412, -2.236], [4.231, 0.258, -1.173], [4.713, 0.003, 0.115], [6.091, 0.335, 0.349], [6.545, 0.088, 1.606], [5.741, -0.475, 2.575], [4.425, -0.819, 2.329], [3.852, -0.561, 1.067], [2.021, -0.652, 0.869], [1.474, -1.650, 2.255], [0.959, -1.074, 3.441], [0.556, -1.970, 4.450], [0.769, -3.325, 4.304], [1.364, -3.885, 3.179], [1.705, -3.022, 2.145], [1.601, 1.038, 1.339], [0.302, 1.468, 1.118], [-0.083, 2.746, 1.518], [0.858, 3.613, 2.047], [2.198, 3.216, 2.173], [2.563, 1.918, 1.854], [6.721, 0.854, -0.371], [7.583, 0.364, 1.816], [6.205, -0.613, 3.567], [3.810, -1.190, 3.117], [0.857, 0.023, 3.578], [0.006, -1.554, 5.301], [0.377, -3.986, 5.048], [1.471, -4.944, 3.111], [2.103, -3.408, 1.206], [-0.439, 0.822, 0.667], [-1.113, 3.021, 1.365], [0.559, 4.587, 2.384], [2.931, 3.970, 2.549], [3.587, 1.631, 2.001], [0.513, 3.476, -1.445], [1.257, 2.952, -2.414], [1.218, 3.752, -3.494], [2.528, 2.868, -1.969], [0.714, 1.540, -2.772], [0.974, 0.590, -1.866], [-0.829, 1.627, -2.971], [-1.262, 2.610, -3.787], [-1.423, 1.723, -1.745], [-1.246, 0.448, -3.500], [1.370, 1.143, -4.162], [2.649, 1.489, -4.240], [0.774, 1.629, -5.251], [1.343, -0.237, -4.265], [-9.870, -0.526, -2.987], [-8.808, -0.616, -2.579], [-7.472, -0.714, -2.125], [-7.139, -1.767, -1.271], [-5.839, -1.975, -0.845], [-4.900, -1.031, -1.226], [-5.212, 0.050, -2.017], [-6.504, 0.191, -2.506], [-3.525, -1.207, -0.804], [-3.059, -1.455, 0.478], [-1.717, -1.609, 0.396], [-1.332, -1.470, -0.956], [-2.467, -1.265, -1.621], [-7.930, -2.463, -1.035], [-5.577, -2.802, -0.224], [-4.454, 0.790, -2.260], [-6.733, 1.101, -3.056], [-3.726, -1.497, 1.321], [-0.989, -1.836, 1.157], [-2.542, -1.181, -2.688]]
}

=====

{
  "formula": "C5H2O",
  "method": "ωB97M-V/def2-TZVPD",
  "lumo_ev": [-0.98, -2.55],
  "de_lowest_kcal_mol": 190.1,
  "total_charge": 0,
  "elements": ["C", "C", "C", "C", "C", "O", "H", "H"],
  "coordinates": [[2.394, -1.334, -2.471], [-0.114, -1.445, -0.721], [-0.856, 0.276, 1.120], [-0.332, -0.525, 0.026], [-1.676, 1.298, 0.981], [-2.555, 2.050, 1.075], [3.266, -0.645, -1.959], [-0.128, 0.324, 1.949]]
}

=====

{
  "formula": "C31H32N2OSiSr",
  "method": "ωB97M-V/def2-TZVPD",
  "lumo_ev": [-1.06, -1.50],
  "de_lowest_kcal_mol": 94.3,
  "total_charge": 0,
  "elements": ["C", "C", "H", "H", "H", "H", "H", "H", "C", "C", "C", "C", "H", "H", "H", "H", "N", "C", "C", "N", "C", "C", "C", "H", "H", "C", "H", "H", "Sr", "C", "H", "H", "H", "O", "Si", "C", "C", "C", "C", "C", "C", "C", "C", "C", "C", "C", "C", "C", "C", "C", "C", "C", "C", "H", "H", "H", "H", "H", "H", "H", "H", "H", "H", "H", "H", "H", "H", "H"],
  "coordinates": [[-0.570, 1.936, 1.670], [-0.557, -1.990, 1.705], [0.366, 2.420, 1.955], [-1.062, 1.544, 2.583], [-1.209, 2.658, 1.133], [-0.267, -3.028, 1.478], [0.129, -1.589, 2.469], [-1.587, -1.897, 2.077], [0.490, 2.671, -1.806], [0.873, 3.483, -2.888], [1.094, 2.856, -4.113], [0.947, 1.471, -4.251], [0.227, 3.074, -0.828], [0.986, 4.556, -2.735], [1.425, 3.433, -4.978], [1.127, 0.927, -5.174], [0.443, 1.339, -1.921], [0.611, 0.718, -3.113], [0.479, -0.764, -3.132], [0.272, -1.379, -1.945], [0.068, -2.700, -1.866], [0.476, -2.921, -4.213], [0.208, -3.534, -2.989], [-0.207, -3.074, -0.880], [0.115, -4.614, -2.868], [0.587, -1.531, -4.308], [0.799, -1.001, -5.234], [0.635, -3.522, -5.109], [0.650, -0.019, 0.305], [-2.367, 0.035, -0.269], [-2.496, -1.048, -0.376], [-2.365, 0.634, -1.187], [-2.702, 0.512, 0.661], [2.452, 0.217, 1.818], [2.633, 0.409, 3.392], [3.802, -0.887, 4.068], [3.599, -1.556, 5.272], [4.489, -2.555, 5.681], [5.624, -2.851, 4.927], [5.829, -2.180, 3.725], [4.905, -1.234, 3.275], [3.360, 2.108, 3.727], [2.732, 3.278, 3.284], [3.255, 4.531, 3.624], [4.432, 4.626, 4.360], [5.099, 3.460, 4.734], [4.573, 2.205, 4.413], [1.088, 0.285, 4.467], [0.486, -0.947, 4.772], [-0.690, -0.993, 5.534], [-1.258, 0.177, 6.035], [-0.644, 1.396, 5.768], [0.520, 1.449, 4.999], [2.723, -1.336, 5.874], [4.274, -3.123, 6.581], [6.333, -3.611, 5.266], [6.695, -2.407, 3.112], [5.014, -0.784, 2.294], [1.848, 3.221, 2.662], [2.740, 5.423, 3.282], [4.836, 5.606, 4.628], [6.050, 3.512, 5.256], [5.111, 1.299, 4.664], [0.909, -1.871, 4.393], [-1.168, -1.953, 5.702], [-2.169, 0.139, 6.635], [-1.066, 2.325, 6.140], [0.972, 2.412, 4.783]]
}

=====

One value per record, in order, for energy: -4367.675077 -702.489839 -590.038949 -3017.366408 -266.515790 -1705.351030 Ha.